i) C3H7N3O | wB97M-V/def2-TZVPD

The geometry in XYZ format:
```
14
C3H7N3O (wB97M-V/def2-TZVPD)
C 2.00451 0.48010 -0.25634
N 0.97970 -0.10496 0.60093
C -0.01480 -0.77211 -0.04622
O 0.05712 -1.06774 -1.23446
N -1.27466 -1.12886 0.54654
C -1.96723 -0.30468 -0.44693
N -1.61116 0.90738 -0.35563
H 1.93757 -0.02140 -1.22013
H 3.00066 0.33251 0.16303
H 1.83622 1.55007 -0.42632
H 0.76721 0.40185 1.44699
H -1.51103 -0.74695 1.46107
H -2.56741 -0.83614 -1.19350
H -1.69539 1.47313 -1.18730
```

## Properties
- Molar mass: 101.1 g/mol
- Spin multiplicity: 1
- HOMO level: -9.7 eV
- HOMO-LUMO gap: 10.80 eV

Here are the natural (NBO) charges for atoms 1 to 6, given in e: number 1, C, carries -0.43; number 2, N, carries -0.62; number 3, C, carries 0.80; number 4, O, carries -0.66; number 5, N, carries -0.68; number 6, C, carries 0.31

***

ii) C3H7N3O | wB97M-V/def2-TZVPD

The geometry in XYZ format:
```
14
C3H7N3O (wB97M-V/def2-TZVPD)
C -1.59135 0.81357 0.12110
C -1.32765 -0.07542 -0.83878
C 1.81313 0.31774 0.34573
N 0.62605 -1.63420 0.88863
N -0.37908 -2.38988 0.86475
N 0.82570 -0.64820 0.02726
O -0.06418 -0.52216 -1.09656
H -2.47095 1.08146 0.60997
H -0.72367 1.08218 0.76103
H -1.99641 -0.34658 -1.61902
H 1.53455 1.07251 1.20759
H 2.70205 -0.15768 0.63162
H 1.74956 0.93598 -0.61776
H -1.13311 -2.23107 0.26823
```

## Properties
- SMILES: [H]/N=N\N(C)OC=C
- Molar mass: 101.1 g/mol
- Spin multiplicity: 1
- HOMO level: -9.2 eV
- HOMO-LUMO gap: 10.20 eV

Here are the natural (NBO) charges for atoms 1 to 6, given in e: number 1, C, carries -0.49; number 2, C, carries 0.12; number 3, C, carries -0.42; number 4, N, carries 0.04; number 5, N, carries -0.43; number 6, N, carries -0.01

***

Most stable: i)

***

i) C3H7N3O | wB97M-V/def2-TZVPD

The geometry in XYZ format:
```
14
C3H7N3O (wB97M-V/def2-TZVPD)
C -2.69756 -0.60190 -0.06475
C -1.60925 0.41272 0.00497
C 1.66758 0.93798 0.00239
H -2.28430 -1.56594 -0.32160
H -3.23284 -0.61361 0.90774
H -3.41921 -0.29763 -0.84035
H -1.86912 1.41655 0.31968
H 2.36159 1.76751 0.08665
H 1.50851 -1.04858 -0.06977
H 3.95198 -0.93552 0.43532
N -0.39557 0.09254 -0.22572
N 0.43139 1.26525 -0.18096
N 2.15510 -0.33030 0.24353
O 3.43171 -0.49908 -0.29713
```

## Properties
- SMILES: C/C=N/N=C\NO
- Molar mass: 101.1 g/mol
- Spin multiplicity: 1
- HOMO level: -8.9 eV
- HOMO-LUMO gap: 9.77 eV

Here are the natural (NBO) charges for atoms 1 to 6, given in e: number 1, C, carries -0.66; number 2, C, carries 0.13; number 3, C, carries 0.24; number 4, H, carries 0.23; number 5, H, carries 0.22; number 6, H, carries 0.23

***

ii) C3H7N3O | wB97M-V/def2-TZVPD

The geometry in XYZ format:
```
14
C3H7N3O (wB97M-V/def2-TZVPD)
C 1.38988 0.09852 0.78719
C -0.66338 -0.29257 -0.48365
N -0.74561 0.90173 -1.13302
N -1.73552 -1.11835 -0.66044
C 0.47522 -0.77277 0.10819
O 0.69264 1.24930 1.30575
N 2.65643 0.06997 0.84180
H -0.20012 1.03269 1.61943
H -0.02777 1.58323 -0.91072
H -1.68079 1.29416 -1.15956
H -1.55254 -2.10030 -0.48432
H -2.25142 -0.92321 -1.51286
H 2.98121 0.81189 1.46660
H 0.66176 -1.83428 0.21561
```

## Properties
- SMILES: [H]/N=C(\O)C=C(N)N
- Molar mass: 101.1 g/mol
- Spin multiplicity: 1
- HOMO level: -8.0 eV
- HOMO-LUMO gap: 8.66 eV

Here are the natural (NBO) charges for atoms 1 to 6, given in e: number 1, C, carries 0.53; number 2, C, carries 0.42; number 3, N, carries -0.80; number 4, N, carries -0.80; number 5, C, carries -0.53; number 6, O, carries -0.76

***

iii) C3H7N3O | wB97M-V/def2-TZVPD

The geometry in XYZ format:
```
14
C3H7N3O (wB97M-V/def2-TZVPD)
C 2.08997 0.63954 0.01282
N 1.33867 -0.47102 0.60565
C 0.15899 -0.87272 -0.01970
O -0.05155 -1.99772 -0.43779
N -0.78755 0.14290 -0.08751
C -2.01743 -0.06973 -0.69182
N -3.01042 0.66350 -0.40133
H 1.40286 1.44186 -0.26759
H 2.62457 0.31729 -0.89096
H 2.81713 1.03735 0.72713
H 1.91296 -1.29502 0.74094
H -0.75317 0.88166 0.60331
H -1.98773 -0.89378 -1.40832
H -3.81881 0.37701 -0.94959
```

## Properties
- SMILES: [H]/N=C/NC(=O)NC
- Molar mass: 101.1 g/mol
- Spin multiplicity: 1
- HOMO level: -9.9 eV
- HOMO-LUMO gap: 10.70 eV

Here are the natural (NBO) charges for atoms 1 to 6, given in e: number 1, C, carries -0.41; number 2, N, carries -0.65; number 3, C, carries 0.79; number 4, O, carries -0.62; number 5, N, carries -0.66; number 6, C, carries 0.28

***

iv) C3H7N3O | wB97M-V/def2-TZVPD

The geometry in XYZ format:
```
14
C3H7N3O (wB97M-V/def2-TZVPD)
C -0.84308 -2.02197 1.83146
N 0.16049 -1.02884 1.18367
C -0.09698 -0.41833 -0.16524
O -0.70624 -1.01897 -1.00474
N 0.41741 0.84321 -0.30512
C 0.28270 1.57374 -1.49112
N 0.85880 2.69450 -1.59302
H -0.96032 -2.77766 1.03880
H -1.78434 -1.44719 1.82633
H 1.03401 -1.55407 1.12443
H 0.32142 -0.29623 1.87572
H 0.98456 1.28097 0.41061
H -0.33772 1.06114 -2.22924
H 0.66931 3.10970 -2.50255
```

## Properties
- Molar mass: 101.1 g/mol
- Spin multiplicity: 1
- HOMO level: -7.0 eV
- HOMO-LUMO gap: 7.26 eV

Here are the natural (NBO) charges for atoms 1 to 6, given in e: number 1, C, carries -0.72; number 2, N, carries -0.61; number 3, C, carries 0.78; number 4, O, carries -0.54; number 5, N, carries -0.65; number 6, C, carries 0.27

***

Most stable: iii)

***

i) C3H7N3O | wB97M-V/def2-TZVPD

The geometry in XYZ format:
```
14
C3H7N3O (wB97M-V/def2-TZVPD)
N -0.24447 0.14723 -0.31641
C -0.13949 -0.07634 1.05811
N -1.39124 0.74313 -0.82889
C 1.30890 -0.13353 -1.85309
C 0.91090 -0.63208 1.67135
O -1.20618 0.29641 1.85313
N 0.34419 -0.69262 -1.20202
H -1.95542 0.27351 1.23867
H -1.67396 1.54741 -0.27532
H -2.13723 0.05750 -0.90521
H 1.62463 0.91177 -1.69127
H 1.86566 -0.71234 -2.60569
H 1.77946 -0.95651 1.11146
H 0.91426 -0.77355 2.74520
```

## Properties
- SMILES: C=NN(N)C(=C)O
- Molar mass: 101.1 g/mol
- Spin multiplicity: 1
- HOMO level: -7.6 eV
- HOMO-LUMO gap: 8.21 eV

Here are the natural (NBO) charges for atoms 1 to 6, given in e: number 1, N, carries -0.21; number 2, C, carries 0.44; number 3, N, carries -0.65; number 4, C, carries -0.01; number 5, C, carries -0.60; number 6, O, carries -0.67

***

ii) C3H7N3O | wB97M-V/def2-TZVPD

The geometry in XYZ format:
```
14
C3H7N3O (wB97M-V/def2-TZVPD)
C 1.75504 1.03707 -0.52879
N 1.65666 -0.37772 -0.76491
C 0.97797 -1.22202 -0.22495
N 0.40768 -2.26115 0.17636
C -1.24294 0.05734 0.25280
O -1.89789 -0.98575 0.73065
N -2.05365 1.10939 0.16992
H 2.49756 1.25622 0.24642
H 0.77796 1.41530 -0.20465
H 2.06609 1.52904 -1.45334
H -1.23852 -1.72407 0.68113
H 1.01689 -2.87305 0.70714
H -1.68668 1.96490 -0.21146
H -3.03617 1.07450 0.42366
```

## Properties
- Molar mass: 101.1 g/mol
- Spin multiplicity: 1
- HOMO level: -8.6 eV
- HOMO-LUMO gap: 9.66 eV

Here are the natural (NBO) charges for atoms 1 to 6, given in e: number 1, C, carries -0.42; number 2, N, carries -0.48; number 3, C, carries 0.70; number 4, N, carries -0.85; number 5, C, carries 0.27; number 6, O, carries -0.71

***

iii) C3H7N3O | wB97M-V/def2-TZVPD

The geometry in XYZ format:
```
14
C3H7N3O (wB97M-V/def2-TZVPD)
C 0.84960 0.97080 0.75255
N 0.22930 -0.04674 -0.12122
N 0.46225 -1.42301 0.19667
C -1.09096 0.32152 -0.40903
C -2.17089 -0.46316 -0.56382
N 2.41104 0.84519 0.70915
O 2.88851 0.75157 -0.41720
H 0.12299 -1.98535 -0.58774
H 1.47547 -1.57357 0.21235
H 0.58056 0.81521 1.80147
H 0.66576 2.00161 0.43572
H -1.18576 1.36825 -0.69208
H -2.14681 -1.52411 -0.34793
H -3.09105 -0.05820 -0.96889
```

## Properties
- SMILES: C=CN(N)CN=O
- Molar mass: 101.1 g/mol
- Spin multiplicity: 1
- HOMO level: -8.1 eV
- HOMO-LUMO gap: 7.56 eV

Here are the natural (NBO) charges for atoms 1 to 6, given in e: number 1, C, carries -0.15; number 2, N, carries -0.29; number 3, N, carries -0.66; number 4, C, carries -0.01; number 5, C, carries -0.52; number 6, N, carries 0.14

***

Most stable: ii)

***

i) C5H6O2 | wB97M-V/def2-TZVPD

The geometry in XYZ format:
```
13
C5H6O2 (wB97M-V/def2-TZVPD)
O -1.79655 -1.52361 -2.10037
C -1.44178 -1.82085 -0.76629
C -0.69300 -0.72674 -0.12323
C -0.05256 0.18859 0.33173
C 2.10358 1.23977 1.18765
C 0.65961 1.30750 0.92003
O 1.60132 1.97987 0.09248
H -0.99465 -1.23966 -2.55758
H -0.85424 -2.75001 -0.70064
H -2.38170 -1.98815 -0.22992
H 2.64467 0.32903 0.93194
H 2.51733 1.83080 2.00470
H 0.04878 1.96669 1.53743
```

## Properties
- SMILES: OCC#C[C@H]1CO1
- Molar mass: 98.1 g/mol
- Spin multiplicity: 1
- HOMO level: -9.9 eV
- HOMO-LUMO gap: 10.73 eV

Here are the natural (NBO) charges for atoms 1 to 6, given in e: number 1, O, carries -0.69; number 2, C, carries -0.13; number 3, C, carries -0.01; number 4, C, carries -0.04; number 5, C, carries -0.09; number 6, C, carries -0.02

***

ii) C5H6O2 | wB97M-V/def2-TZVPD

The geometry in XYZ format:
```
13
C5H6O2 (wB97M-V/def2-TZVPD)
C 1.76462 -0.32076 -0.76538
C 0.83676 0.18074 0.31913
O 0.01013 1.27894 -0.29438
C -1.28638 0.96358 -0.12412
O -2.24498 1.58627 -0.47988
C -1.11572 -0.30917 0.58663
C -0.04652 -0.91720 0.91897
H 2.33001 0.51623 -1.18453
H 2.45550 -1.05664 -0.34726
H 1.18861 -0.79280 -1.56640
H 1.38072 0.67083 1.13042
H -2.63024 -0.72509 1.24611
H -2.64252 -1.07492 0.56068
```

## Properties
- Molar mass: 98.1 g/mol
- Spin multiplicity: 1
- HOMO level: -10.1 eV
- HOMO-LUMO gap: 9.82 eV

Here are the natural (NBO) charges for atoms 1 to 6, given in e: number 1, C, carries -0.62; number 2, C, carries 0.06; number 3, O, carries -0.48; number 4, C, carries 0.70; number 5, O, carries -0.55; number 6, C, carries -0.14

***

iii) C5H6O2 | wB97M-V/def2-TZVPD

The geometry in XYZ format:
```
13
C5H6O2 (wB97M-V/def2-TZVPD)
O 2.23122 1.63867 -1.07878
C 1.66562 0.94426 -0.26795
C 0.82575 -0.28001 -0.66045
O 0.68605 -1.28194 0.35276
C -0.75586 -0.94317 1.11417
C -1.21924 0.40255 0.62805
C -0.65576 -0.18643 -0.55173
H 1.71643 1.16156 0.81850
H 1.20578 -0.63881 -1.63617
H -1.44551 -1.76375 0.91489
H -2.30058 0.48319 0.53909
H -0.75158 1.27341 1.06654
H -1.20231 -0.80952 -1.23894
```

## Properties
- SMILES: O=C[C@H]1O[C@H]2C[C@H]21
- Molar mass: 98.1 g/mol
- Spin multiplicity: 1
- HOMO level (spin up / spin down): -8.2 / -8.3 eV
- HOMO-LUMO gap (spin up / spin down): 8.50 / 8.50 eV

Here are the natural (NBO) charges for atoms 1 to 6, given in e: number 1, O, carries -0.50; number 2, C, carries 0.42; number 3, C, carries -0.06; number 4, O, carries -0.50; number 5, C, carries -0.03; number 6, C, carries -0.48

***

iv) C5H6O2 | wB97M-V/def2-TZVPD

The geometry in XYZ format:
```
13
C5H6O2 (wB97M-V/def2-TZVPD)
C 0.31326 -0.09328 -0.25944
C 0.74594 1.32016 0.06252
C -0.86832 -0.16694 -1.21523
O 1.31769 -0.97713 -0.62259
C -0.70569 -0.76445 0.78342
C -1.23216 -1.30236 1.71650
O -1.59151 0.77690 -1.47105
H 2.01062 -0.97340 0.04957
H -0.73467 -1.03860 -1.88909
H 1.24582 1.73894 -0.81059
H -0.13500 1.93566 0.24112
H 1.39909 1.33557 0.93373
H -1.76506 -1.79107 2.48113
```

## Properties
- SMILES: C#C[C@@](C)(O)C=O
- Molar mass: 98.1 g/mol
- Spin multiplicity: 1
- HOMO level: -9.7 eV
- HOMO-LUMO gap: 10.29 eV

Here are the natural (NBO) charges for atoms 1 to 6, given in e: number 1, C, carries 0.15; number 2, C, carries -0.63; number 3, C, carries 0.41; number 4, O, carries -0.68; number 5, C, carries -0.08; number 6, C, carries -0.19

***

Most stable: iv)

***

i) C5H6O2 | wB97M-V/def2-TZVPD

The geometry in XYZ format:
```
13
C5H6O2 (wB97M-V/def2-TZVPD)
O -2.58819 -1.39778 -0.49499
C -1.93708 -0.95996 0.32456
C -0.53103 1.10154 2.04681
O -0.39490 2.14247 1.45594
C 0.77094 0.55839 -1.00606
C 1.35416 -0.80528 -0.76412
C 0.50466 -0.33196 -1.90335
H 0.19251 0.26789 1.95698
H -1.39305 0.91960 2.72015
H 0.66102 1.55435 -0.60221
H 0.91682 -1.45438 0.00283
H 2.42367 -0.97745 -0.91187
H 0.02048 -0.61743 -2.82468
```

## Properties
- Molar mass: 98.1 g/mol
- Spin multiplicity: 1
- HOMO level: -9.5 eV
- HOMO-LUMO gap: 10.26 eV

Here are the natural (NBO) charges for atoms 1 to 6, given in e: number 1, O, carries -0.49; number 2, C, carries 0.50; number 3, C, carries 0.28; number 4, O, carries -0.52; number 5, C, carries -0.18; number 6, C, carries -0.44

***

ii) C5H6O2 | wB97M-V/def2-TZVPD

The geometry in XYZ format:
```
13
C5H6O2 (wB97M-V/def2-TZVPD)
C -0.54294 -0.36938 1.13986
C 0.84053 -0.19501 0.57129
O 0.74345 -1.37184 -0.27359
C -0.57754 -0.93417 -0.61312
C -0.33055 0.40729 -1.29954
O -0.57572 1.55926 -0.49640
C 0.71842 0.95483 -0.45038
H -0.62397 -1.24886 1.79609
H -1.13991 0.47474 1.48385
H 1.70675 -0.20963 1.23100
H -1.38898 -1.18269 0.08230
H -0.39814 0.54957 -2.37661
H 1.55768 1.57084 -0.75298
```

## Properties
- Molar mass: 98.1 g/mol
- Spin multiplicity: 1
- HOMO level: -8.8 eV
- HOMO-LUMO gap: 9.63 eV

Here are the natural (NBO) charges for atoms 1 to 6, given in e: number 1, C, carries -0.40; number 2, C, carries 0.04; number 3, O, carries -0.51; number 4, C, carries -0.03; number 5, C, carries 0.01; number 6, O, carries -0.48

***

Most stable: i)

***

i) C5H11O2 | wB97M-V/def2-TZVPD

The geometry in XYZ format:
```
18
C5H11O2 (wB97M-V/def2-TZVPD)
C -1.31564 0.38323 0.55149
C -2.70790 -0.18136 0.23406
C -0.69724 1.29005 -0.50906
H -0.61033 -0.40520 0.80796
H -1.25111 0.88957 1.51667
H -3.09153 0.36330 -0.63297
H -2.73551 -1.25184 0.03191
H -0.97096 0.99623 -1.52429
H 0.38914 1.30841 -0.37856
H -3.37306 -0.03047 1.08097
H -0.94523 2.33774 -0.31441
C 2.66286 -1.22883 -0.61726
C 2.24746 -0.27357 0.54285
O 2.78335 0.85864 0.51199
O 1.43948 -0.73448 1.37690
H 2.69186 -2.26492 -0.27420
H 3.61796 -0.93449 -1.04612
H 1.86640 -1.12200 -1.35793
```

## Properties
- Charge: -1
- Molar mass: 103.1 g/mol
- Spin multiplicity: 1
- HOMO level: -4.0 eV
- HOMO-LUMO gap: 7.93 eV

Here are the natural (NBO) charges for atoms 1 to 6, given in e: number 1, C, carries -0.44; number 2, C, carries -0.61; number 3, C, carries -0.62; number 4, H, carries 0.27; number 5, H, carries 0.20; number 6, H, carries 0.19

***

ii) C5H11O2 | wB97M-V/def2-TZVPD

The geometry in XYZ format:
```
18
C5H11O2 (wB97M-V/def2-TZVPD)
C 1.45400 0.43724 -2.00185
C 2.28436 0.22560 -0.72436
C 0.64271 -0.79221 -2.32140
H 0.87944 1.35224 -2.11165
H 2.18106 0.55129 -2.84173
H 1.72041 -0.18535 0.11209
H -0.17317 -0.47770 -2.97508
H 1.24916 -1.52308 -2.85758
H 2.47139 1.21388 -0.27897
H 3.14271 -0.41202 -0.92419
H 0.12660 -1.20629 -1.45946
C -1.07011 -0.99200 2.29636
C -1.26289 0.24396 1.25663
O -1.78807 1.23887 1.79503
O -0.83510 -0.00564 0.11617
H -0.96717 -1.91182 1.72954
H -1.86786 -0.99063 3.03198
H -0.19588 -0.84413 2.95495
```

## Properties
- Charge: -1
- Molar mass: 103.1 g/mol
- Spin multiplicity: 1
- HOMO level: -3.9 eV
- HOMO-LUMO gap: 7.89 eV

Here are the natural (NBO) charges for atoms 1 to 6, given in e: number 1, C, carries -0.38; number 2, C, carries -0.63; number 3, C, carries -0.62; number 4, H, carries 0.21; number 5, H, carries 0.16; number 6, H, carries 0.24

***

Most stable: i)